16
Properties=species:S:1:pos:R:3 method="wB97M-V/def2-TZVPD" e_homo_ev=-9.50 relative_energy_ev=2.034 e_tot_ha=-492.16872 molar_mass_da=138.1 orbital_gap_ev=10.0 smiles="O=c1cc[nH]c(=O)[nH]1.C#C"
O 3.0601 -1.7752 -0.1068
C 2.2875 -0.8525 0.0189
C 2.5662 0.5336 -0.2708
C 1.5872 1.4530 -0.1223
N 0.3368 1.1155 0.2548
C -0.0941 -0.1783 0.5314
O -1.2519 -0.4439 0.8248
N 0.9264 -1.0819 0.3781
H 3.5742 0.7418 -0.5455
H 1.7187 2.4693 -0.3642
H -0.3768 1.8068 0.2375
H 0.7139 -2.0709 0.4531
C -3.5777 0.0241 -0.0055
C -3.8709 -0.9515 -0.6027
H -3.6299 1.1312 0.1848
H -3.9698 -1.9212 -0.8658